Record 1
This record from OMol25 describes a 7-piece molecular cluster, C10H34BF4N2O6 overall. The level of theory is ωB97M-V/def2-TZVPD.

Calculated values
Kohn-Sham gap: 0.2707 Ha

The geometry in ORCA input format:
```
! wB97M-V def2-TZVPD RIJCOSX def2/J DEFGRID3
* xyz -1 1
O 1.417 -1.644 0.102
H 1.044 -2.442 -0.353
H 1.869 -1.041 -0.601
H 0.655 -1.106 0.487
C 1.805 2.019 -2.457
C 2.931 1.088 -1.994
O 2.457 -0.205 -1.774
H 2.125 3.059 -2.598
H 1.003 2.069 -1.715
H 1.417 1.639 -3.403
H 3.452 1.575 -1.149
H 3.702 0.926 -2.762
B 1.660 -4.161 -1.998
F 0.675 -3.148 -1.834
F 2.492 -3.778 -3.056
F 2.353 -4.372 -0.804
F 0.993 -5.358 -2.307
C -2.876 4.806 0.386
C -2.218 3.702 1.222
C -0.680 3.742 1.110
O -0.201 2.455 1.423
C 1.221 2.297 1.212
N -2.731 3.782 2.580
H -2.661 5.828 0.714
H -3.963 4.734 0.395
H -2.529 4.773 -0.649
H -2.470 2.774 0.705
H -0.179 4.559 1.648
H -0.432 3.892 0.048
H 1.622 2.329 2.232
H 1.701 3.048 0.591
H 1.355 1.260 0.912
H -2.284 4.616 2.975
H -2.208 3.122 3.165
C -3.043 -0.771 1.975
C -1.578 -1.213 1.892
C -1.581 -2.709 1.607
O -0.255 -3.196 1.603
C -0.211 -4.560 1.195
N -0.940 -0.426 0.813
H -3.070 0.323 1.938
H -3.567 -0.935 2.924
H -3.675 -1.202 1.199
H -1.115 -1.018 2.860
H -2.206 -2.941 0.740
H -2.071 -3.145 2.490
H -0.836 -5.205 1.818
H 0.842 -4.829 1.283
H -0.416 -4.782 0.144
H -1.488 -0.517 -0.040
H -1.003 0.556 1.070
O 4.508 -2.048 -2.590
H 3.925 -1.344 -2.242
H 3.921 -2.824 -2.641
O 0.123 -1.215 -3.681
H 0.839 -0.711 -3.250
H 0.382 -2.132 -3.558
*
```

Results of the natural (NBO) charge analysis, in e, for atoms 1 through 2:
1. O -0.8586
2. H 0.5500


Record 2
This record from OMol25 describes C10H34FeN8O12P2 as an isolated structure. The level of theory is ωB97M-V/def2-TZVPD.

Calculated values
Kohn-Sham gap (alpha / beta): 0.4049 / 0.3336 Ha

The geometry in ORCA input format:
```
! wB97M-V def2-TZVPD RIJCOSX def2/J DEFGRID3
* xyz 2 5
Fe -0.563 -0.179 -0.648
C 2.852 -4.933 -0.062
O 1.895 -3.820 -0.533
P 1.822 -2.520 0.320
O 1.014 -1.609 -0.522
O 1.440 -2.995 1.759
C 0.248 -3.889 1.876
O 3.209 -1.950 0.763
C 4.021 -1.298 -0.331
H 3.690 -4.877 -0.738
H 2.270 -5.848 -0.115
H 3.163 -4.784 0.968
H -0.515 -3.292 2.350
H 0.587 -4.734 2.440
H -0.171 -4.191 0.905
H 5.020 -1.642 -0.168
H 4.018 -0.228 -0.296
H 3.816 -1.623 -1.347
C 1.488 4.991 0.977
O 1.005 3.809 0.236
P 1.031 2.444 1.013
O 0.644 1.490 -0.052
O 2.370 2.215 1.797
C 3.674 2.504 1.117
O 0.107 2.683 2.304
C -1.225 3.184 2.104
H 1.515 4.863 2.052
H 0.860 5.841 0.803
H 2.484 5.303 0.728
H 3.437 2.683 0.073
H 4.261 1.617 1.241
H 4.074 3.409 1.558
H -1.362 4.026 2.743
H -1.919 2.354 2.243
H -1.399 3.365 1.058
C -2.964 2.129 -1.243
O -2.231 1.154 -0.884
N -4.380 2.055 -1.112
N -2.401 3.357 -1.732
H -4.814 1.100 -1.169
H -5.025 2.826 -1.329
H -3.007 4.039 -2.194
H -1.421 3.587 -1.805
C -2.475 -2.870 -0.810
O -1.954 -1.774 -1.003
N -3.693 -3.049 -0.117
N -1.845 -4.034 -1.379
H -4.190 -2.205 0.187
H -4.056 -3.955 0.183
H -1.036 -3.952 -1.986
H -2.440 -4.857 -1.500
C -1.819 -0.354 2.403
O -1.022 -0.439 1.463
N -1.353 -0.504 3.711
N -3.220 -0.126 2.204
H -0.355 -0.474 3.830
H -1.906 -0.372 4.545
H -3.490 0.341 1.342
H -3.755 0.204 3.012
C 0.589 0.537 -3.684
O 0.128 0.236 -2.588
N 0.621 -0.314 -4.796
N 0.797 1.957 -3.971
H 0.320 -1.266 -4.666
H 1.098 -0.045 -5.647
H 1.423 2.201 -4.743
H 1.012 2.499 -3.135
*
```

Results of the natural (NBO) charge analysis, in e, for atoms 1 through 2:
1. Fe 1.6577
2. C -0.2527


Record 3
This record from OMol25 describes a 7-piece molecular cluster, C10H34O7 overall. The level of theory is ωB97M-V/def2-TZVPD.

Calculated values
Kohn-Sham gap: 0.3789 Ha

The geometry in ORCA input format:
```
! wB97M-V def2-TZVPD RIJCOSX def2/J DEFGRID3
* xyz 0 1
C -4.391 1.507 0.087
C -3.301 2.229 0.871
O -2.775 1.101 1.572
H -4.955 2.220 -0.514
H -5.100 0.972 0.719
H -3.949 0.714 -0.516
H -3.779 3.025 1.442
H -2.529 2.729 0.287
H -3.463 0.726 2.127
C -1.215 -1.977 4.545
C -0.605 -1.725 3.180
O 0.799 -1.705 3.340
H -0.986 -2.946 4.987
H -2.276 -2.085 4.320
H -1.089 -1.148 5.241
H -0.865 -0.691 2.951
H -1.166 -2.330 2.469
H 1.233 -1.427 2.530
C 0.923 2.163 -3.645
C 0.720 2.494 -2.157
O 1.741 3.395 -1.851
H 0.987 3.059 -4.263
H 0.038 1.596 -3.933
H 1.829 1.570 -3.774
H 0.884 1.646 -1.493
H -0.274 2.851 -1.887
H 1.613 4.248 -2.270
C 2.084 -1.667 -2.412
C 2.085 -3.086 -1.975
O 2.721 -3.150 -0.748
H 1.337 -1.085 -1.873
H 1.874 -1.730 -3.480
H 3.066 -1.195 -2.386
H 2.605 -3.734 -2.681
H 1.130 -3.590 -1.827
H 3.668 -3.156 -0.904
C 1.929 1.129 1.737
C 2.562 0.049 0.865
O 1.604 -0.997 0.727
H 1.629 0.637 2.662
H 1.063 1.551 1.227
H 2.587 1.973 1.946
H 3.481 -0.365 1.278
H 2.728 0.552 -0.088
H 2.032 -1.683 0.209
O -1.813 -0.894 -2.636
H -1.496 -0.540 -1.806
H -2.489 -1.525 -2.386
O -0.927 0.075 -0.310
H -0.075 -0.162 0.055
H -1.433 0.382 0.442
*
```

Results of the natural (NBO) charge analysis, in e, for atoms 1 through 2:
1. C -0.6261
2. C -0.0706


Record 4
This record from OMol25 describes a 9-piece molecular cluster, C10H35F2N17O11P overall. The level of theory is ωB97M-V/def2-TZVPD.

Calculated values
Kohn-Sham gap: 0.2932 Ha

The geometry in ORCA input format:
```
! wB97M-V def2-TZVPD RIJCOSX def2/J DEFGRID3
* xyz 1 1
O 1.188 -8.538 -0.320
C 1.128 -7.530 -0.902
F 1.826 -7.264 -2.004
N 0.241 -6.444 -0.519
P 0.911 -4.883 -0.474
O 2.399 -4.837 -0.893
C -1.012 -6.494 -1.231
O -2.048 -6.525 -0.692
F -0.851 -6.487 -2.548
H 0.158 -3.997 -1.270
H 0.842 -4.468 0.844
H 2.534 -4.880 -1.856
C 0.571 -1.332 -1.604
O 0.874 -2.462 -2.034
N 1.446 -0.311 -1.606
N -0.656 -1.031 -1.115
H 1.195 0.615 -1.295
H 2.370 -0.482 -1.978
H -1.371 -1.731 -1.118
H -0.867 -0.101 -0.781
C 5.622 -0.279 -2.733
O 4.591 -0.698 -3.241
N 5.723 0.986 -2.214
N 6.755 -1.028 -2.645
H 6.569 1.348 -1.804
H 4.919 1.583 -2.279
H 6.723 -1.957 -3.020
H 7.606 -0.697 -2.229
C -1.355 2.905 -0.752
O -0.539 2.092 -1.187
N -1.924 3.838 -1.585
N -1.743 2.961 0.537
H -2.577 4.535 -1.277
H -1.654 3.816 -2.551
H -1.336 2.311 1.195
H -2.410 3.632 0.885
C 6.438 0.715 1.568
O 7.489 0.948 0.993
N 5.252 0.674 0.887
N 6.371 0.478 2.913
H 4.363 0.483 1.305
H 5.328 0.859 -0.098
H 7.232 0.505 3.427
H 5.517 0.289 3.401
C -5.240 3.905 1.207
O -4.180 4.305 1.685
N -6.414 4.015 1.885
N -5.322 3.325 -0.026
H -7.295 3.701 1.524
H -6.386 4.445 2.791
H -4.475 3.212 -0.551
H -6.182 2.997 -0.423
C -5.189 -5.688 1.471
O -4.251 -5.044 1.914
N -6.381 -5.799 2.130
N -5.108 -6.346 0.273
H -7.160 -6.323 1.783
H -6.463 -5.327 3.011
H -4.233 -6.269 -0.207
H -5.854 -6.880 -0.128
C -1.605 2.389 4.139
O -0.974 1.961 3.177
N -2.898 2.799 4.017
N -1.056 2.485 5.385
H -3.450 3.162 4.769
H -3.296 2.756 3.097
H -0.104 2.192 5.492
H -1.552 2.833 6.182
C 1.796 6.142 -2.625
O 2.695 6.958 -2.634
N 1.513 5.350 -3.711
N 0.994 5.940 -1.531
H 0.784 4.665 -3.723
H 2.081 5.474 -4.526
H 1.182 6.498 -0.720
H 0.246 5.273 -1.502
*
```

Results of the Löwdin charge analysis, in e, for atoms 1 through 2:
1. O 0.2702
2. C -0.5006


Number 1: maximum force 2.20 eV Å⁻¹. Number 2: maximum force 3.16 eV Å⁻¹. Number 3: maximum force 2.42 eV Å⁻¹. Number 4: maximum force 1.59 eV Å⁻¹.